{"formula": "C18H54O9", "method": "ωB97M-V/def2-TZVPD", "e_homo_ev": -9.592, "gap_ev": 10.191, "total_charge": 0, "smiles": "CCO.CCO.CCO.CCO.CCO.CCO.CCO.CCO.CCO", "elements": ["C", "C", "O", "H", "H", "H", "H", "H", "H", "C", "C", "O", "H", "H", "H", "H", "H", "H", "C", "C", "O", "H", "H", "H", "H", "H", "H", "C", "C", "O", "H", "H", "H", "H", "H", "H", "C", "C", "O", "H", "H", "H", "H", "H", "H", "C", "C", "O", "H", "H", "H", "H", "H", "H", "C", "C", "O", "H", "H", "H", "H", "H", "H", "C", "C", "O", "H", "H", "H", "H", "H", "H", "C", "C", "O", "H", "H", "H", "H", "H", "H"], "coordinates": [[7.37853, 9.61263, 4.92140], [7.59245, 8.12802, 5.15853], [6.33250, 7.53340, 5.50404], [8.34818, 10.02673, 4.63082], [6.95965, 10.07700, 5.81132], [6.73245, 9.78241, 4.06099], [8.27575, 7.85328, 5.96191], [7.95625, 7.71970, 4.20971], [6.42291, 6.89006, 6.20912], [0.94022, 9.32488, 10.06248], [0.06895, 9.52807, 11.30585], [-0.82843, 10.62972, 11.10486], [0.39030, 9.49137, 9.14066], [1.40171, 8.33761, 10.02817], [1.72562, 10.07739, 10.20027], [0.65646, 9.69481, 12.20784], [-0.59804, 8.66712, 11.39415], [-0.34636, 11.45016, 11.25052], [2.42184, 6.88527, 13.23242], [2.01224, 5.57117, 12.54785], [2.57034, 5.48690, 11.25005], [3.36933, 6.77984, 13.76518], [1.71436, 7.05339, 14.05780], [2.39730, 7.78312, 12.62518], [0.91801, 5.52448, 12.51862], [2.31242, 4.70151, 13.13434], [1.91360, 5.65916, 10.55220], [2.00001, 4.81660, 7.98997], [1.10180, 6.00566, 8.12834], [0.50246, 5.97352, 9.48181], [2.34381, 4.84405, 6.94634], [1.45233, 3.87690, 8.08601], [2.88413, 4.76638, 8.61920], [0.27272, 6.00046, 7.42771], [1.70428, 6.91476, 8.10237], [-0.40142, 6.29120, 9.41080], [3.77386, 10.85039, 13.26435], [4.43642, 10.07348, 12.14084], [5.44848, 9.22073, 12.63123], [4.53452, 11.42155, 13.79473], [3.35496, 10.15914, 14.00603], [2.92252, 11.41861, 12.89146], [4.86866, 10.83751, 11.47568], [3.67007, 9.60084, 11.51692], [5.41932, 8.43784, 12.04958], [7.22203, 2.79088, 8.39582], [6.27809, 3.88108, 8.90863], [5.26940, 3.96450, 7.89529], [7.44188, 2.86205, 7.33181], [6.93929, 1.75571, 8.61473], [8.22055, 2.80261, 8.86208], [6.80063, 4.83430, 9.00965], [5.95890, 3.67545, 9.93747], [4.86863, 3.09345, 7.81473], [6.17075, 7.93183, 9.12126], [5.07265, 7.11957, 9.77290], [5.36887, 6.72124, 11.11991], [6.55494, 8.79645, 9.65774], [5.72578, 8.22744, 8.16964], [6.98972, 7.22609, 8.96063], [4.98753, 6.17971, 9.21543], [4.07239, 7.56593, 9.75893], [4.57474, 6.31658, 11.49231], [9.58033, 9.83215, 8.79435], [8.94921, 11.09058, 9.31928], [7.77267, 11.37339, 8.53748], [8.92005, 8.97213, 8.85490], [10.51018, 9.67397, 9.35290], [9.95668, 9.95421, 7.77570], [9.60515, 11.96386, 9.23611], [8.72138, 10.97980, 10.38619], [7.57633, 12.30696, 8.65844], [11.39488, 5.66513, 10.34462], [10.03410, 5.04241, 10.05777], [9.57794, 4.41061, 11.26124], [11.91639, 5.85561, 9.40148], [12.02437, 4.95523, 10.88228], [11.30597, 6.58891, 10.91029], [10.06874, 4.27311, 9.27618], [9.25184, 5.71430, 9.70377], [10.32941, 4.03579, 11.72146]], "forces_ev_per_a": [[0.6, -0.4, 0.1], [-0.9, -0.3, -0.1], [-0.3, 0.2, -0.4], [0.0, 0.3, 0.3], [0.2, 0.3, 0.0], [-0.2, -0.2, 0.1], [0.4, 0.5, -0.1], [0.1, -0.4, 0.2], [0.2, -0.1, 0.0], [0.6, 0.6, 1.0], [-1.0, -0.2, -1.2], [0.2, 0.0, 0.2], [-0.1, 0.1, 0.0], [0.0, 0.0, 0.1], [0.2, -0.1, -0.8], [0.1, -0.3, 0.1], [0.1, 0.0, 0.5], [0.0, 0.0, -0.1], [-0.4, -0.8, 1.4], [-0.5, 0.9, -0.2], [0.6, -0.3, -0.2], [0.3, 0.2, -0.5], [0.0, 0.1, -0.1], [0.1, -0.1, -0.4], [0.0, 0.0, -0.3], [0.3, 0.1, 0.0], [-0.2, 0.0, 0.6], [-0.1, -0.6, -1.3], [-0.1, 0.0, 2.0], [0.1, 0.0, -0.9], [0.2, -0.1, 0.2], [-0.1, 0.1, 0.2], [-0.1, 0.4, 0.2], [0.2, 0.1, -0.4], [-0.2, 0.2, -0.5], [0.1, 0.1, 0.2], [-0.1, -1.1, 0.5], [0.0, 1.3, -0.2], [-0.6, -0.3, -0.5], [-0.2, 0.4, -0.1], [0.1, -0.1, -0.1], [0.3, 0.5, 0.0], [0.2, -0.1, -0.1], [0.1, -0.6, 0.2], [0.4, -0.2, 0.4], [1.7, -0.4, 0.9], [1.0, -1.1, -0.8], [-0.5, 0.8, 0.8], [-0.4, 0.2, -0.1], [-0.7, 0.2, -0.1], [-0.2, 0.4, 0.2], [-0.2, 0.1, -0.5], [-0.6, -0.2, -0.3], [0.0, 0.0, 0.0], [-0.4, -0.6, 0.1], [-0.5, -1.1, 0.5], [0.4, 0.8, 0.2], [-0.3, 0.1, 0.1], [0.5, 0.2, -0.2], [0.2, 0.3, -0.2], [-0.2, 0.2, -0.3], [0.2, 0.4, -0.1], [-0.2, -0.2, -0.3], [1.1, 0.3, -0.1], [-0.4, 0.4, -0.3], [0.2, -0.1, 0.4], [0.0, 0.0, 0.1], [-0.3, -0.4, 0.3], [-0.5, 0.0, -0.2], [0.3, -0.3, 0.0], [-0.3, -0.1, -0.1], [-0.2, -0.1, 0.0], [-0.2, 0.1, -1.1], [0.3, -1.0, 0.6], [-0.8, 0.3, -0.2], [0.0, 0.2, 0.1], [-0.1, 0.0, 0.1], [0.0, 0.0, 0.1], [0.4, 0.0, 0.0], [0.1, 0.4, 0.4], [0.2, 0.0, 0.0]], "lowdin_charge": [-0.0852, -0.3080, -0.0971, 0.0735, 0.0663, 0.0732, 0.1039, 0.1030, 0.0586, -0.0828, -0.3027, -0.0864, 0.0799, 0.0417, 0.0655, 0.1007, 0.1074, 0.0780, -0.0758, -0.2891, -0.1046, 0.0764, 0.0757, 0.0507, 0.1084, 0.1101, 0.0336, -0.0903, -0.2471, -0.1281, 0.0889, 0.0857, 0.0528, 0.1166, 0.1041, 0.0893, -0.0906, -0.3546, -0.0726, 0.0747, 0.0696, 0.0648, 0.1073, 0.0832, 0.0409, -0.0895, -0.2884, -0.0976, 0.0759, 0.0735, 0.0570, 0.0879, 0.1216, 0.0844, -0.0559, -0.2984, -0.0917, 0.0698, 0.0811, 0.0595, 0.0829, 0.1048, 0.0554, -0.0887, -0.3152, -0.0942, 0.0535, 0.0763, 0.0752, 0.1102, 0.1095, 0.0754, -0.0825, -0.3089, -0.0911, 0.0739, 0.0720, 0.0754, 0.0944, 0.0985, 0.0651]}